Molecular formula: BrH2NO2S
Method: DFT, the ωB97M-V functional and the def2-TZVPD basis

The HOMO energy (alpha / beta) is -11.637 / -8.559 eV. The value obtained for the relative energy (zero: lowest compared OMol25 entry of this formula, charge and spin) is 62.7 kcal per mole. For the electronic energy, the calculation gives -3178.51298 a.u.

CARTESIAN COORDINATES (ANGSTROEM)
N: -1.05252 0.94758 0.77445
O: -2.30664 0.24235 -1.39910
O: -0.74274 2.10761 -1.55883
S: -1.60652 1.30002 -0.72889
Br: -2.36776 -1.23835 2.87768
H: -1.51183 0.14698 1.43348
H: -0.30575 1.53872 1.12096

Force components x, y, z for each atom (eV/Å):
N -0.48 -2.40 1.04
O 0.06 -1.20 0.72
O 0.98 -0.17 0.98
S -1.61 1.62 -0.75
Br -0.08 -0.19 0.15
H 1.29 2.49 -2.15
H -0.17 -0.14 0.02